Entry w
Molecular formula: C8H11NO2
Method: DFT, the ωB97M-V functional and the def2-TZVPD basis

Atoms and positions in Å:
C  -0.0272  -1.0839  2.5340
C  0.5593  -1.0524  1.2492
C  -0.7490  0.0606  2.6698
C  0.1687  0.1099  0.7143
C  -0.2575  -1.0922  -2.3659
C  1.2634  -1.1236  -2.5652
C  0.6273  0.7723  -1.5114
C  -1.1041  2.1814  1.5181
N  -0.6637  0.7958  1.5326
O  -0.5335  0.2354  -2.0462
O  1.7427  0.0441  -1.8362
H  0.0791  -1.9365  3.2838
H  1.1858  -1.7370  0.8385
H  -1.1548  0.3679  3.5410
H  -0.8175  -1.5626  -3.2587
H  -0.5232  -1.6452  -1.5393
H  1.8702  -1.8421  -2.1125
H  1.3954  -1.0915  -3.5967
H  0.7788  1.9242  -1.4656
H  -1.3418  2.6507  0.4734
H  -2.1244  2.3295  1.9452
H  -0.3741  2.6952  1.9979

Output
Kohn-Sham gap = 8.2940 eV

---

Entry x
Molecular formula: C8H11NO2
Method: DFT, the ωB97M-V functional and the def2-TZVPD basis

Atoms and positions in Å:
C  1.6296  -0.5487  -0.9777
C  1.1536  -1.7289  -1.5116
C  0.9130  0.4068  -0.2230
C  -0.1659  -2.1278  -1.2258
C  -3.3965  1.1375  -0.1058
C  1.4052  1.6177  0.1411
C  0.6554  2.6303  1.0588
C  -0.2387  -1.7597  1.1814
N  -0.7392  -2.0173  -0.0114
O  -3.2435  2.2331  0.2250
O  -3.7073  0.0800  -0.3866
H  2.6855  -0.3335  -0.9841
H  1.5735  -2.3150  -2.3200
H  -0.1498  0.2127  -0.0483
H  -0.7357  -2.8393  -1.9533
H  0.6939  2.3823  2.0683
H  -0.3230  2.9183  0.7698
H  1.2128  3.5383  0.8935
H  -0.9215  -1.4676  1.9328
H  2.5068  1.7012  0.1297
H  0.9057  -1.5327  1.3733
H  -1.7136  -2.1879  -0.0261

Output
Kohn-Sham gap (alpha / beta) = 6.8561 / 6.7502 eV

---

Which structure is most stable, and how do the rest compare? From most to least stable: entry x, entry w.

---

Entry w
Molecular formula: C8H12N2
Method: DFT, the ωB97M-V functional and the def2-TZVPD basis

Atoms and positions in Å:
C  2.9382  -0.3418  -0.1108
C  1.4268  -0.1070  -0.4771
C  0.6633  -1.2618  -0.5055
C  -0.6370  -1.2087  -0.3689
C  -1.4339  -0.0646  -0.1353
C  -2.7841  -0.0705  -0.1888
C  -0.6434  1.2373  -0.5995
C  0.8049  1.0855  -0.5896
H  1.6760  0.1598  2.2479
H  3.5679  1.4794  1.0651
H  3.4303  0.4042  -0.8751
H  3.1599  -1.4760  -0.3852
H  1.1498  -2.3107  -0.6814
H  -1.5383  -1.9644  -0.0836
H  -2.9971  -0.8091  -0.9502
H  -3.0204  0.9793  -0.6769
H  -2.8967  -0.7586  1.3029
H  -2.9309  0.6768  1.5065
H  -1.1560  2.1340  -0.8661
H  1.4962  2.1058  -0.9539
N  3.2223  0.1035  1.2928
N  -3.4977  0.0077  1.0324

Output
Kohn-Sham gap = 8.0436 eV

---

Entry x
Molecular formula: C8H12N2
Method: DFT, the ωB97M-V functional and the def2-TZVPD basis

Atoms and positions in Å:
C  0.5867  1.8142  -0.4995
C  -0.7325  1.2609  0.0647
C  -1.6860  0.8822  -1.0776
C  -0.5516  0.1065  1.0538
C  -0.0141  -1.2147  0.4616
C  -0.5523  -2.3290  1.2555
N  -0.9856  -3.1843  1.8892
C  1.5485  -1.3285  0.4539
C  2.0746  -1.2875  -0.9121
N  2.4754  -1.2006  -1.9856
H  1.0202  2.5657  0.1603
H  0.3970  2.3039  -1.4547
H  1.3287  1.0419  -0.6774
H  -1.2060  2.0747  0.6176
H  -1.1678  0.2513  -1.8018
H  -2.0302  1.7762  -1.5921
H  -2.5470  0.3246  -0.7058
H  -1.5275  -0.1022  1.4953
H  0.0869  0.4149  1.8840
H  -0.3738  -1.3708  -0.5531
H  2.0061  -0.5240  1.0246
H  1.8502  -2.2757  0.8992

Output
Kohn-Sham gap = 12.3271 eV

---

Which structure is most stable, and how do the rest compare? From most to least stable: entry x, entry w.

---

Entry w
Molecular formula: C5H11ClN2O
Method: DFT, the ωB97M-V functional and the def2-TZVPD basis

Atoms and positions in Å:
C  -2.3501  0.3242  2.0225
C  -1.7448  0.3770  0.6428
C  -2.2028  -0.4660  -0.5241
C  2.3207  -0.2059  -1.9218
C  1.6916  -0.4866  -0.5801
N  2.1924  1.4255  0.7173
N  1.8010  0.2602  0.4846
O  -1.1008  -0.2557  1.6908
Cl  1.2345  -2.2221  -0.2214
H  -2.3645  1.1514  2.7158
H  -3.1959  -0.3507  2.2398
H  -1.7054  -0.1384  -1.4471
H  -3.2893  -0.4883  -0.3855
H  -1.8665  -1.4571  -0.1710
H  3.4655  -0.3762  -1.8419
H  2.0649  -0.8711  -2.6835
H  2.2505  0.8437  -2.2233
H  -1.2175  1.2179  0.2314
H  2.7893  1.8142  -0.0353
H  1.2271  -0.0960  1.2900

Output
Kohn-Sham gap (alpha / beta) = 8.4796 / 8.4800 eV

---

Entry x
Molecular formula: C5H11ClN2O
Method: DFT, the ωB97M-V functional and the def2-TZVPD basis

Atoms and positions in Å:
C  -1.9764  0.2575  0.7799
C  -0.8268  0.2993  -0.2593
C  -1.0735  0.4673  -1.7736
C  0.9216  0.6274  1.6358
C  0.3694  0.9557  0.2757
N  1.3477  -1.7524  -1.0316
N  1.8963  -0.5417  -0.7515
O  -1.1996  -0.8697  0.4105
Cl  0.7959  2.5423  -0.4023
H  -1.6616  0.5105  1.7788
H  -2.9062  0.4854  0.4165
H  -1.6754  -0.2104  -2.1992
H  -0.1472  0.3702  -2.2370
H  -1.5129  1.3976  -2.0455
H  0.6168  1.3427  2.4316
H  0.4372  -0.3158  1.9868
H  2.0275  0.7365  1.6777
H  0.5364  -1.8869  -1.6447
H  1.3292  -2.4265  -0.3004
H  2.6624  -0.5719  -0.1358

Output
Kohn-Sham gap (alpha / beta) = 7.6834 / 8.5191 eV

---

Which structure is most stable, and how do the rest compare? From most to least stable: entry w, entry x.

---

Entry w
Molecular formula: H2N2O3
Method: DFT, the ωB97M-V functional and the def2-TZVPD basis

Atoms and positions in Å:
H  1.8265  0.5592  0.4465
H  0.2239  -1.3612  -0.2368
N  0.2869  -0.4953  0.2570
N  -0.8982  0.1795  -0.0171
O  1.3670  0.1952  -0.2910
O  -0.9002  1.4049  -0.0047
O  -1.9059  -0.4822  -0.1541

Output
Kohn-Sham gap = 11.5271 eV

---

Entry x
Molecular formula: H2N2O3
Method: DFT, the ωB97M-V functional and the def2-TZVPD basis

Atoms and positions in Å:
N  -0.7693  0.6392  -0.1566
N  1.1318  0.0824  0.0299
O  1.9693  0.8628  -0.0341
O  0.9051  -1.0673  0.0082
O  -1.3338  -0.6183  0.0847
H  -1.1211  1.3454  0.5129
H  -0.7820  -1.2442  -0.4449

Output
Kohn-Sham gap (alpha / beta) = 8.8866 / 8.9896 eV

---

Which structure is most stable, and how do the rest compare? From most to least stable: entry w, entry x.

---

Entry w
Molecular formula: C7H9N
Method: DFT, the ωB97M-V functional and the def2-TZVPD basis

Atoms and positions in Å:
C  -1.4135  0.3001  -0.6139
C  -0.4017  1.2544  -0.0119
C  1.0607  0.8216  0.0190
C  1.3789  -0.4911  -0.5897
C  0.3171  -1.3212  0.0859
C  -1.0693  -0.9916  0.0963
C  0.1627  0.6655  1.2089
H  -1.2365  0.2382  -1.7192
H  -2.4651  0.6751  -0.3811
H  -0.6328  2.3130  -0.0724
H  1.9110  1.4589  0.0589
H  2.3591  -0.8733  -0.3765
H  1.2391  -0.4744  -1.6414
H  0.6030  -2.3398  0.2458
H  -1.8544  -1.6828  0.1609
H  0.2753  1.1925  2.2143
N  -0.2336  -0.7452  1.3161

Output
Kohn-Sham gap = 10.4084 eV

---

Entry x
Molecular formula: C7H9N
Method: DFT, the ωB97M-V functional and the def2-TZVPD basis

Atoms and positions in Å:
C  -0.4685  -1.7059  0.4999
C  0.1001  -1.5423  -0.9375
C  0.5397  -0.4252  -1.5389
C  0.9652  0.7651  -0.6750
C  0.2343  1.5441  0.5746
C  -0.8346  0.8948  1.1580
C  -1.0294  -0.4394  1.1989
H  -1.3074  -2.4066  0.4013
H  0.2489  -2.4956  1.4221
H  0.0283  -2.2556  -1.7048
H  1.2879  -0.5906  -2.4556
H  1.9896  1.1310  -0.8436
H  0.7511  2.7655  -0.6717
H  0.9851  2.0957  1.1647
H  -1.6220  1.4330  1.5385
H  -2.0678  -0.7435  1.5851
N  0.1996  1.9755  -0.7159

Output
Kohn-Sham gap = 9.6707 eV

---

Which structure is most stable, and how do the rest compare? From most to least stable: entry w, entry x.

---

Entry w
Molecular formula: C2H2IN
Method: DFT, the ωB97M-V functional and the def2-TZVPD basis

Atoms and positions in Å:
C  0.0765  -1.5990  0.3339
C  0.2104  1.0975  -0.5936
N  0.0524  -0.4605  -0.0482
I  -0.1953  2.3688  1.0260
H  0.4580  -2.5471  0.5945
H  -0.6020  1.1404  -1.3126

Output
Kohn-Sham gap (alpha / beta) = 7.9509 / 7.9522 eV

---

Entry x
Molecular formula: C2H2IN
Method: DFT, the ωB97M-V functional and the def2-TZVPD basis

Atoms and positions in Å:
C  -0.3006  1.0861  -0.0023
C  -0.0182  -0.2991  -0.0979
N  -0.6983  2.1544  0.0939
I  2.1372  -0.6035  0.0271
H  -0.8768  -1.5026  0.9423
H  -0.2433  -0.8354  -0.9631

Output
Kohn-Sham gap = 8.6965 eV

---

Which structure is most stable, and how do the rest compare? From most to least stable: entry x, entry w.

---

Entry w
Molecular formula: C2H3N3
Method: DFT, the ωB97M-V functional and the def2-TZVPD basis

Atoms and positions in Å:
C  0.4877  -1.1412  0.3170
C  -0.7742  2.1195  -0.4381
N  0.5175  0.2338  0.1977
N  -0.2500  1.0768  -0.2518
N  -0.3829  -1.9766  -0.0395
H  1.3783  -1.4951  0.8206
H  -1.2327  2.8323  -1.0538
H  -1.2091  -1.5938  -0.4925

Output
Kohn-Sham gap = 9.2575 eV

---

Entry x
Molecular formula: C2H3N3
Method: DFT, the ωB97M-V functional and the def2-TZVPD basis

Atoms and positions in Å:
C  -1.2347  2.7013  2.2993
C  0.2179  0.0607  0.1725
N  -1.5660  3.5838  2.9428
N  -0.9769  1.5224  1.3149
N  0.1279  0.9874  1.2734
H  1.2651  -0.0793  -0.0744
H  -0.3487  0.4229  -0.6930
H  -0.2119  -0.8997  0.4671

Output
Kohn-Sham gap = 9.9093 eV

---

Which structure is most stable, and how do the rest compare? From most to least stable: entry x, entry w.

---

Entry w
Molecular formula: C2H3N3
Method: DFT, the ωB97M-V functional and the def2-TZVPD basis

Atoms and positions in Å:
N  -1.1003  -0.0075  0.0779
C  -0.0001  0.7494  0.0445
C  1.0701  -0.1168  -0.0861
N  0.5948  -1.3859  -0.1260
N  -0.6353  -1.4695  -0.0325
H  -2.0373  0.3177  0.1615
H  -0.0163  1.8244  0.1079
H  2.1270  0.0935  -0.1526

Output
Kohn-Sham gap = 10.4032 eV

---

Entry x
Molecular formula: C2H3N3
Method: DFT, the ωB97M-V functional and the def2-TZVPD basis

Atoms and positions in Å:
N  1.3032  -0.0777  -0.2629
N  0.5927  1.0795  -0.1326
C  -0.6409  0.7056  -0.0035
C  -0.7020  -0.7147  -0.0987
N  0.5139  -1.1908  -0.1911
H  1.9074  0.1091  0.5318
H  -1.3937  1.4325  0.2492
H  -1.5807  -1.3434  -0.0922

Output
Kohn-Sham gap = 11.5381 eV

---

Entry y
Molecular formula: C2H3N3
Method: DFT, the ωB97M-V functional and the def2-TZVPD basis

Atoms and positions in Å:
C  0.6328  0.3366  -0.1810
C  -0.8290  0.1678  -0.4032
N  -1.4242  -1.2111  -0.3543
N  -1.2706  -0.6696  0.7177
N  1.1112  -0.4593  0.6530
H  1.1938  1.1731  -0.5434
H  -1.4637  0.8910  -0.7849
H  2.0495  -0.2285  0.8961

Output
Kohn-Sham gap = 10.8205 eV

---

Entry z
Molecular formula: C2H3N3
Method: DFT, the ωB97M-V functional and the def2-TZVPD basis

Atoms and positions in Å:
N  0.2334  0.9167  -1.1316
C  -0.2640  0.4139  -0.0391
C  0.4927  -1.2009  0.0112
N  1.5296  -0.9838  -0.5552
N  -1.0573  0.8287  0.8369
H  0.5628  1.8777  -1.0343
H  -1.4780  0.2244  1.5303
H  -0.0191  -2.0769  0.3818

Output
Kohn-Sham gap (alpha / beta) = 6.2574 / 6.2930 eV

---

Which structure is most stable, and how do the rest compare? From most to least stable: entry w, entry x, entry y, entry z.